Arrangement 1

Computed, not measured: a 2-piece molecular cluster, C2H10N2S overall, with ωB97M-V/def2-TZVPD.

XYZ file:
```
15
Properties=species:S:1:pos:R:3
N 0.07 -0.44 1.19
C 0.95 -1.42 0.60
N 1.24 -2.62 1.43
H 0.33 -0.25 2.13
H -0.89 -0.62 0.96
H 0.52 -1.83 -0.30
H 1.92 -0.99 0.39
H 1.87 -2.34 2.17
H 0.41 -2.90 1.94
C -1.33 2.29 -2.17
S -0.86 2.59 -0.42
H -1.63 1.27 -2.37
H -2.17 2.96 -2.36
H -0.51 2.67 -2.77
H 0.06 1.62 -0.41
```

Computed properties:
**Gap between HOMO and LUMO**: 0.3546 Ha
**Multiplicity**: 1
**M**: 94.18 g/mol
**SMILES string**: NCN.CS

Arrangement 2

Computed, not measured: a 2-piece molecular cluster, C2H10N2S overall, with ωB97M-V/def2-TZVPD.

XYZ file:
```
15
Properties=species:S:1:pos:R:3
N 1.35 -0.54 -0.41
C 0.46 -0.04 -1.46
N 1.02 1.05 -2.23
H 1.51 0.07 0.37
H 1.07 -1.46 -0.10
H -0.50 0.30 -1.07
H 0.27 -0.88 -2.12
H 1.33 1.80 -1.64
H 1.85 0.72 -2.73
C -1.79 -0.06 1.65
S -0.83 -0.30 3.14
H -2.76 0.32 1.96
H -1.95 -0.97 1.07
H -1.35 0.69 0.99
H 0.32 -0.72 2.59
```

Computed properties:
**Gap between HOMO and LUMO**: 0.3689 Ha
**Multiplicity**: 1
**M**: 94.18 g/mol
**SMILES string**: NCN.CS

Most stable: arrangement 2 (next structure +3.3 kcal/mol)

Arrangement 1

Computed, not measured: a 6-piece molecular cluster, C2H16O6 overall, with ωB97M-V/def2-TZVPD.

XYZ file:
```
24
Properties=species:S:1:pos:R:3
C 1.70 0.91 0.78
C 1.18 0.80 2.19
O 0.13 -0.18 2.34
H 0.99 1.37 0.09
H 2.57 1.56 0.66
H 2.01 -0.01 0.27
H 0.88 1.79 2.53
H 1.99 0.49 2.86
H -0.53 0.21 1.72
O 0.13 0.33 -2.58
H 0.81 -0.02 -3.17
H -0.15 -0.41 -2.01
O 0.67 -2.54 0.84
H 0.67 -1.64 1.22
H 1.52 -2.95 0.95
O -0.96 -1.91 -1.38
H -0.57 -2.32 -0.60
H -1.73 -1.45 -1.01
O -1.57 1.68 -1.87
H -0.70 1.32 -2.13
H -2.07 1.84 -2.67
O -2.02 0.15 0.42
H -2.93 0.01 0.68
H -2.02 0.97 -0.12
```

Computed properties:
**Gap between HOMO and LUMO**: 0.4122 Ha
**Multiplicity**: 1
**M**: 136.14 g/mol
**SMILES string**: CCO.O.O.O.O.O

Arrangement 2

Computed, not measured: a 6-piece molecular cluster, C2H16O6 overall, with ωB97M-V/def2-TZVPD.

XYZ file:
```
24
Properties=species:S:1:pos:R:3
C -0.17 1.66 -1.27
C -0.99 0.43 -0.96
O -1.84 -0.10 -1.98
H -0.87 2.49 -1.41
H 0.46 1.83 -0.42
H 0.51 1.50 -2.10
H -1.58 0.67 -0.07
H -0.40 -0.47 -0.80
H -2.72 0.22 -2.11
O -1.67 -0.49 1.83
H -2.27 -1.12 1.47
H -0.77 -0.80 1.97
O -0.51 -3.51 -0.66
H -0.60 -2.82 -0.01
H -0.32 -3.01 -1.47
O 1.24 -1.94 1.86
H 1.31 -2.90 1.89
H 1.66 -1.72 1.02
O 0.27 2.86 1.68
H -0.53 2.82 2.22
H -0.04 2.34 0.92
O 2.90 0.80 -0.53
H 3.52 0.88 -1.26
H 3.40 0.40 0.18
```

Computed properties:
**Gap between HOMO and LUMO**: 0.3837 Ha
**Multiplicity**: 1
**M**: 136.14 g/mol
**SMILES string**: CCO.O.O.O.O.O

Most stable: arrangement 1 (next structure +25.5 kcal/mol)

Arrangement 1

Computed, not measured: one molecule with the formula C3H5IN2, with ωB97M-V/def2-TZVPD.

XYZ file:
```
11
Properties=species:S:1:pos:R:3
I -0.64 -2.96 0.67
N 0.16 -1.34 -0.33
C -0.74 -0.46 -0.89
C -0.63 0.81 -0.51
C 0.40 0.96 0.58
N 0.98 -0.36 0.79
H -1.41 -0.86 -1.63
H -1.14 1.66 -0.91
H 1.16 1.70 0.30
H -0.07 1.28 1.51
H 1.92 -0.43 0.42
```

Computed properties:
**Gap between HOMO and LUMO**: 0.2980 Ha
**Multiplicity**: 1
**M**: 195.99 g/mol
**SMILES string**: IN1C=CCN1

Arrangement 2

Computed, not measured: one molecule with the formula C3H5IN2, with ωB97M-V/def2-TZVPD.

XYZ file:
```
11
Properties=species:S:1:pos:R:3
I -3.09 -0.04 0.11
N -1.19 0.04 -0.71
C -0.39 1.18 -0.23
C 0.76 0.81 0.31
C 0.93 -0.70 0.29
N -0.27 -1.16 -0.26
H -0.56 2.17 -0.43
H 1.32 1.62 0.68
H 1.90 -1.03 -0.09
H 0.99 -1.13 1.40
H -0.40 -1.74 -1.07
```

Computed properties:
**Gap between HOMO and LUMO**: 0.2915 Ha
**Multiplicity**: 1
**M**: 195.99 g/mol
**SMILES string**: IN1C=CCN1

Most stable: arrangement 1 (next structure +11.6 kcal/mol)

Arrangement 1

Computed, not measured: an isolated ion of composition C4H12NSi and charge +1, with ωB97M-V/def2-TZVPD.

XYZ file:
```
18
Properties=species:S:1:pos:R:3
C 1.57 -0.30 1.79
Si -0.30 -0.36 1.16
C -0.64 1.20 0.21
C -0.08 1.04 -1.22
N -0.84 -0.26 -1.62
C -0.31 -1.34 -0.59
H 1.46 -0.11 2.83
H 1.88 -1.29 1.69
H 2.23 0.32 1.18
H -1.24 -0.62 2.20
H -0.06 1.98 0.82
H -1.68 1.33 0.31
H -0.45 1.80 -1.88
H 1.00 0.97 -1.14
H -1.84 -0.19 -1.47
H -0.59 -0.39 -2.63
H -0.87 -2.24 -0.64
H 0.74 -1.55 -0.99
```

Computed properties:
**Charge**: +1
**Gap between HOMO and LUMO**: 0.4098 Ha
**Multiplicity**: 1
**M**: 102.23 g/mol
**SMILES string**: C[Si@H]1CC[NH2+]C1

Arrangement 2

Computed, not measured: an isolated ion of composition C4H12NSi and charge +1, with ωB97M-V/def2-TZVPD.

XYZ file:
```
18
Properties=species:S:1:pos:R:3
C 1.89 -0.94 0.87
N 1.03 0.07 0.31
C 1.68 0.70 -0.87
C -0.32 -0.33 -0.08
C -1.57 0.70 0.11
Si -3.37 0.05 -0.22
H 2.92 -0.48 0.94
H 1.66 -1.49 1.89
H 2.24 -1.76 0.13
H 0.93 0.87 0.95
H 2.62 1.21 -0.66
H 1.72 0.09 -1.73
H 1.15 1.52 -1.24
H -0.41 -1.28 -0.65
H -1.27 1.52 0.76
H -3.18 -1.38 -0.26
H -3.82 0.81 -1.36
H -3.90 0.12 1.10
```

Computed properties:
**Charge**: +1
**Gap between HOMO and LUMO**: 0.3489 Ha
**Multiplicity**: 1
**M**: 102.23 g/mol
**SMILES string**: C[NH+](C)/C=C/[SiH3]

Most stable: arrangement 1 (next structure +82.6 kcal/mol)

Arrangement 1

Computed, not measured: one molecule with the formula CH7N2O2P, with ωB97M-V/def2-TZVPD.

XYZ file:
```
13
Properties=species:S:1:pos:R:3
C 2.02 0.34 0.22
N 0.67 0.16 0.78
P -0.66 0.03 -0.04
N -1.84 -0.81 0.76
O -1.42 1.44 -0.26
O -0.70 -0.60 -1.56
H 2.57 1.01 0.86
H 2.50 -0.63 0.16
H 2.15 0.85 -0.77
H -1.70 -0.51 1.65
H -1.70 -1.78 0.92
H -2.15 1.42 -0.93
H 0.26 -0.91 -1.79
```

Computed properties:
**Gap between HOMO and LUMO**: 0.3419 Ha
**Multiplicity**: 1
**M**: 110.05 g/mol
**SMILES string**: CN=P(N)(O)O

Arrangement 2

Computed, not measured: a 2-piece molecular cluster, CH7N2O2P overall, with ωB97M-V/def2-TZVPD.

XYZ file:
```
13
Properties=species:S:1:pos:R:3
N 2.18 -0.02 -2.55
P 0.58 0.32 -2.97
O 0.47 0.82 -4.27
H 2.90 0.24 -3.14
H 2.55 -0.72 -1.96
C -1.54 0.49 1.71
N -1.24 -0.79 2.42
O 0.22 -0.88 2.31
H -2.43 0.99 2.22
H -1.77 0.36 0.64
H -0.74 1.15 1.91
H -1.74 -1.61 2.00
H 0.57 -0.38 1.70
```

Computed properties:
**Gap between HOMO and LUMO**: 0.3497 Ha
**Multiplicity**: 1
**M**: 110.05 g/mol
**SMILES string**: NP=O.CNO

Arrangement 3

Computed, not measured: one molecule with the formula CH7N2O2P, with ωB97M-V/def2-TZVPD.

XYZ file:
```
13
Properties=species:S:1:pos:R:3
C 1.71 0.55 0.27
N 0.57 -0.10 -0.46
P -1.41 0.28 -0.08
N -1.71 -0.82 1.01
O -1.40 1.73 -0.04
O -1.73 -0.43 -1.41
H 1.31 1.48 0.58
H 1.89 0.05 1.16
H 2.69 0.52 -0.31
H 0.47 -1.07 -0.11
H 0.81 -0.23 -1.50
H -1.52 -0.64 1.95
H -1.68 -1.31 -1.06
```

Computed properties:
**Gap between HOMO and LUMO**: 0.3622 Ha
**Multiplicity**: 1
**M**: 110.05 g/mol
**SMILES string**: C[NH2+][P@@](=N)([O-])O

Most stable: arrangement 1 (next structure +8.9 kcal/mol)

Arrangement 1

Computed, not measured: one molecule with the formula C3H7ClN2Si, with ωB97M-V/def2-TZVPD.

XYZ file:
```
14
Properties=species:S:1:pos:R:3
C -1.03 1.27 -0.81
C -2.19 0.90 -0.04
C 2.18 -0.71 0.12
N 0.19 1.33 -0.56
N -0.44 -0.19 1.59
Si 0.88 0.48 0.80
Cl 1.76 1.92 1.81
H -1.35 1.68 -1.74
H -2.68 0.04 -0.16
H -2.75 1.59 0.66
H 2.59 -1.32 0.92
H 1.76 -1.37 -0.74
H 3.16 -0.20 -0.29
H -0.87 -1.07 1.33
```

Computed properties:
**Gap between HOMO and LUMO (alpha / beta)**: 0.3328 / 0.2861 Ha
**Multiplicity**: 1
**M**: 134.64 g/mol

Arrangement 2

Computed, not measured: a 2-piece molecular cluster, C3H7ClN2Si overall, with ωB97M-V/def2-TZVPD.

XYZ file:
```
14
Properties=species:S:1:pos:R:3
C -1.30 -1.26 -1.03
C -0.50 -1.96 0.06
C 0.95 2.54 -0.14
N -1.95 -0.23 -0.71
N -0.78 -1.20 1.27
Si -1.62 0.30 0.94
Cl -3.06 1.12 2.10
H -1.54 -1.69 -2.06
H -0.73 -3.02 0.26
H 0.58 -1.95 -0.25
H 0.64 3.30 0.48
H 1.68 2.13 0.44
H 0.66 2.58 -1.15
H -0.76 -1.85 2.09
```

Computed properties:
**Gap between HOMO and LUMO (alpha / beta)**: 0.3093 / 0.2736 Ha
**Multiplicity**: 1
**M**: 134.64 g/mol

Most stable: arrangement 1 (next structure +14.1 kcal/mol)

Arrangement 1

Computed, not measured: C10H15N3O as an isolated structure, with ωB97M-V/def2-TZVPD.

XYZ file:
```
29
Properties=species:S:1:pos:R:3
C 2.70 -2.13 -0.05
C 2.43 0.12 -0.13
C 2.91 1.44 -0.22
C 1.72 2.36 -0.32
C 0.31 1.93 0.03
C 0.24 0.65 0.43
C -0.86 -1.19 0.82
C -1.70 -1.33 -0.56
C -2.61 0.72 -0.48
C -1.98 0.89 0.84
H 3.40 -2.99 0.10
H 2.38 -1.98 0.96
H 1.90 -2.18 -0.85
H 4.13 1.93 0.15
H 1.79 3.40 -0.65
H -0.40 2.71 0.00
H -1.30 -1.52 1.72
H 0.13 -1.68 0.91
H -1.01 -1.08 -1.44
H -1.94 -2.52 -0.34
H -3.23 -0.67 -1.94
H -2.13 1.08 -1.46
H -3.57 1.19 -0.54
H -1.55 1.93 0.95
H -2.67 0.52 1.61
N 1.33 -0.24 0.39
N -0.84 0.11 1.04
N -3.01 -0.70 -0.70
O 3.43 -0.82 -0.26
```

Computed properties:
**Gap between HOMO and LUMO**: 0.3087 Ha
**Multiplicity**: 1
**M**: 193.25 g/mol

Arrangement 2

Computed, not measured: one molecule with the formula C10H15N3O, with ωB97M-V/def2-TZVPD.

XYZ file:
```
29
Properties=species:S:1:pos:R:3
C 1.05 -1.39 1.55
C 1.58 -0.68 0.20
C 3.14 -0.54 0.19
C 1.30 -1.52 -0.90
N 1.24 -2.27 -1.76
C 1.01 0.71 -0.02
C 2.03 1.69 -0.08
N 2.77 2.54 -0.17
N -0.21 1.21 -0.19
O -0.32 2.47 -0.25
C -1.59 0.45 -0.28
C -1.45 -0.99 -0.82
C -2.25 0.58 1.02
C -2.38 1.29 -1.33
H 0.74 -0.58 2.24
H 1.90 -1.91 2.00
H 0.10 -1.99 1.62
H 3.55 0.15 0.90
H 3.52 -0.10 -0.70
H 3.59 -1.45 0.48
H -0.83 -0.94 -1.65
H -0.82 -1.68 -0.24
H -2.42 -1.33 -1.00
H -2.06 -0.14 1.78
H -3.34 0.67 0.80
H -1.98 1.54 1.47
H -1.80 1.58 -2.21
H -3.16 0.62 -1.73
H -2.93 2.02 -0.93
```

Computed properties:
**Gap between HOMO and LUMO (alpha / beta)**: 0.3319 / 0.3319 Ha
**Multiplicity**: 1
**M**: 193.25 g/mol
**SMILES string**: CC(C)(C#N)/C(C#N)=[N+](/[O-])C(C)(C)C

Most stable: arrangement 2 (next structure +59.4 kcal/mol)